Record 1
The following is a DFT calculation (the ωB97M-V functional and the def2-TZVPD basis) of a structure of composition C27H50AuOP2.

Summary:
Energy above the lowest of the compared OMol25 structures with the same formula, charge and spin, kJ/mol: 554.8
<S²>: 2.453
Charge: +1
Spin multiplicity: 3
Total energy, eV: -53113.0049

Atoms and positions in Å:
Au (0.2544, 0.3466, -4.6392)
C (-0.8386, -1.7753, 0.7480)
C (0.4530, -2.2226, 0.3645)
C (0.7053, -0.5320, 1.9078)
C (-0.6796, -0.7593, 1.7259)
C (1.4126, -1.3969, 1.0253)
C (-2.1301, -2.3217, 0.2839)
H (-2.0395, -2.8660, -0.6562)
H (-2.8813, -1.5366, 0.1569)
H (-2.5489, -3.0216, 1.0122)
C (-1.7537, -0.0485, 2.4246)
H (-2.7227, -0.4927, 2.1902)
H (-1.7570, 0.9921, 2.0837)
H (-1.6192, -0.0394, 3.5128)
C (1.3157, 0.4353, 2.8330)
H (0.9074, 0.3468, 3.8474)
H (1.0885, 1.4468, 2.4734)
H (2.4029, 0.3063, 2.8729)
C (2.8875, -1.4540, 0.8541)
H (3.3406, -2.0647, 1.6508)
H (3.3603, -0.4595, 0.9238)
H (3.1765, -1.9148, -0.1045)
C (0.7699, -3.3443, -0.5486)
H (0.9005, -4.3095, -0.0567)
H (1.7133, -3.1392, -1.0776)
H (-0.0508, -3.4740, -1.2695)
C (-1.2684, 1.6219, -5.6237)
C (-1.8711, 0.2592, -5.6992)
C (-1.3945, -0.6863, -6.8345)
C (0.0361, -0.6734, -7.4025)
C (1.1724, -0.2826, -6.5069)
C (1.5187, 1.0540, -6.1126)
C (0.8967, 2.2760, -6.7510)
C (-0.6508, 2.2427, -6.8339)
H (-2.0344, -0.4372, -7.6916)
H (0.0532, -0.1644, -8.3781)
H (-1.6166, -1.7184, -6.5313)
H (-1.0119, 1.7734, -7.7661)
H (-1.8373, 2.3326, -5.0151)
H (-2.9585, 0.1607, -5.5674)
H (-0.9632, 3.2981, -6.8742)
H (1.1657, 3.1711, -6.1490)
H (2.4871, 1.2270, -5.6427)
H (1.3359, 2.3657, -7.7600)
H (0.3087, -1.7220, -7.6229)
H (1.9948, -0.9927, -6.5994)
P (-1.8994, -0.2593, -3.7946)
C (-2.6599, 0.9256, -2.6612)
C (-2.5496, -1.8857, -3.4593)
P (1.7743, 0.8201, -1.5747)
C (0.6359, 1.5125, -2.8485)
C (3.1391, 0.4766, -2.7771)
C (2.4088, 2.4418, -0.9650)
H (-1.9457, 1.1731, -1.8624)
H (-3.4848, 0.3596, -2.2015)
H (-3.0472, 1.8457, -3.1114)
H (-2.0842, -2.6802, -4.0594)
H (-3.6208, -1.8181, -3.7089)
H (-2.4007, -2.0877, -2.3893)
H (2.1861, 3.2398, -1.6830)
H (3.4828, 2.3076, -0.7834)
H (1.8758, 2.6217, -0.0282)
H (-0.3000, 1.8461, -2.4080)
H (1.0858, 2.3508, -3.4024)
H (4.0200, 0.2024, -2.1922)
H (3.3311, 1.3538, -3.3805)
H (2.8157, -0.3305, -3.4376)
C (-0.5118, 3.6693, 2.5659)
C (-0.6794, 3.5246, 1.0435)
C (-2.1733, 3.7059, 0.6950)
C (0.1333, 4.6556, 0.3862)
O (-0.3264, 2.3100, 0.6050)
H (0.5442, 3.5692, 2.8329)
H (-1.0704, 2.8750, 3.0673)
H (-0.8802, 4.6381, 2.9227)
H (-2.5237, 4.6841, 1.0504)
H (-2.3035, 3.6103, -0.3916)
H (-2.7399, 2.8951, 1.1717)
H (1.1868, 4.5825, 0.6695)
H (0.0712, 4.5788, -0.7025)
H (-0.2323, 5.6408, 0.6931)

***

Record 2
The following is a DFT calculation (the ωB97M-V functional and the def2-TZVPD basis) of the ion C27H50BO10P2 with charge -1.

Summary:
Charge: -1
Total energy, eV: -68540.9960

Atoms and positions in Å:
C (-3.1248, 7.6461, -2.6848)
C (-3.2172, 6.9760, -1.2314)
O (-3.7381, 5.6427, -1.4309)
P (-4.9224, 5.2256, -0.3280)
O (-5.7196, 4.1181, -0.9710)
C (-4.2434, 4.5159, 1.2632)
C (-2.9405, 3.6616, 0.9749)
C (-2.2071, 3.2872, 2.3357)
C (-0.6854, 3.6760, 2.0889)
P (-0.1888, 5.3570, 2.7152)
O (0.4609, 5.2008, 4.0614)
O (0.8948, 6.1160, 1.6943)
O (-1.4594, 6.4076, 2.9139)
O (-2.6913, 3.8169, 3.5528)
B (-2.1904, 2.7860, 4.5241)
O (-2.8350, 1.5645, 3.9782)
C (-2.5887, 1.7290, 2.5733)
C (-1.7346, 0.6085, 1.8385)
C (-0.7596, -0.1652, 2.8055)
O (-1.1302, -1.5740, 2.9536)
C (-0.1103, -2.3029, 2.2336)
C (-0.3826, -3.8602, 2.2568)
O (0.8175, -4.6321, 2.5183)
C (1.4521, -5.0194, 1.3517)
C (2.2658, -6.2463, 1.3669)
C (2.9434, -6.7487, 0.1600)
C (2.8469, -6.0507, -1.1507)
C (3.5749, -6.6529, -2.4109)
C (3.4787, -8.2472, -2.2333)
C (2.7744, -6.3670, -3.7708)
C (5.1193, -6.3331, -2.5054)
C (5.5462, -4.8239, -2.3488)
C (4.7564, -3.7965, -3.2406)
C (5.6205, -4.3303, -0.8232)
C (7.0707, -4.7485, -2.8554)
C (2.0443, -4.8211, -1.1484)
C (1.3643, -4.3112, 0.0609)
O (-6.0006, 6.4481, 0.0160)
C (-6.6350, 6.9729, -1.1869)
C (-7.0541, 8.4668, -0.8901)
H (-3.4068, 6.8548, -3.4403)
H (-2.0871, 7.9734, -2.9476)
H (-3.8808, 8.4707, -2.8200)
H (-2.1780, 7.0072, -0.8135)
H (-3.8767, 7.6489, -0.6255)
H (-4.0799, 5.2799, 2.0660)
H (-5.0275, 3.7900, 1.6232)
H (-2.3095, 4.2480, 0.2513)
H (-3.2582, 2.7217, 0.4436)
H (-0.3919, 3.6375, 0.9939)
H (0.0033, 2.9367, 2.5937)
H (1.5164, 5.4875, 1.2881)
H (-1.2751, 6.8865, 3.7456)
H (-2.4274, 2.9740, 5.6902)
H (-0.9827, 2.6219, 4.5436)
H (-3.6327, 1.5344, 2.1684)
H (-1.0862, 1.1316, 1.0664)
H (-2.4052, -0.0885, 1.2587)
H (-0.7142, 0.2674, 3.8433)
H (0.2866, -0.0609, 2.3881)
H (0.8867, -2.1432, 2.7298)
H (-0.1001, -1.8735, 1.1911)
H (-0.9460, -4.2277, 1.3539)
H (-1.0586, -4.0328, 3.1463)
H (2.3286, -6.7803, 2.3524)
H (3.5391, -7.6787, 0.3109)
H (2.4160, -8.6043, -2.1868)
H (3.9026, -8.6854, -3.1904)
H (4.1273, -8.6299, -1.4060)
H (3.4192, -5.8052, -4.5003)
H (1.8532, -5.7540, -3.5944)
H (2.4170, -7.3318, -4.2348)
H (5.4579, -6.6697, -3.5313)
H (5.6790, -6.9569, -1.7450)
H (5.2334, -2.7884, -3.0978)
H (4.9263, -4.0599, -4.3309)
H (3.6496, -3.7953, -3.0948)
H (6.0581, -5.1588, -0.2124)
H (4.5781, -4.0494, -0.5010)
H (6.2767, -3.4109, -0.8518)
H (7.7545, -5.2397, -2.1006)
H (7.3389, -3.6643, -2.9956)
H (7.1411, -5.3264, -3.8134)
H (1.8874, -4.2323, -2.0784)
H (0.7710, -3.3734, -0.0021)
H (-5.8575, 6.9566, -1.9999)
H (-7.5064, 6.3018, -1.4134)
H (-6.8925, 8.7876, 0.1691)
H (-6.4103, 9.1278, -1.5347)
H (-8.1286, 8.5837, -1.1820)

***

Record 3
The following is a DFT calculation (the ωB97M-V functional and the def2-TZVPD basis) of a structure of composition C27H50Cl24INO5S.

Summary:
Total energy, eV: -360012.3663

Atoms and positions in Å:
N (-5.6262, -1.1190, -2.9627)
C (-4.7627, -0.7217, -3.6454)
O (-3.7612, -0.2695, -4.3046)
C (-3.2901, -1.1377, -5.3311)
I (-4.3037, -0.8679, -7.1783)
C (-3.1129, -2.5431, -4.8811)
O (-2.1554, -2.4379, -3.8391)
S (-1.0722, -1.3316, -4.2856)
O (-0.9231, -0.2643, -3.3815)
O (0.0776, -2.0450, -4.6718)
O (-1.9483, -0.7435, -5.5359)
H (-3.9855, -3.1081, -4.6295)
H (-2.6854, -3.0529, -5.7277)
Cl (2.6510, 0.9851, 1.2196)
C (1.2668, 0.2129, 0.3902)
C (0.2405, 1.2225, -0.0293)
Cl (-0.6193, 1.9255, 1.3677)
H (0.8468, -0.5392, 1.0500)
H (1.6706, -0.2860, -0.4892)
H (-0.5103, 0.7478, -0.6526)
H (0.6940, 2.0338, -0.5920)
Cl (7.5860, -1.1569, 0.5968)
C (6.8080, -0.6749, -0.9392)
C (5.3447, -1.0205, -0.9541)
Cl (5.0730, -2.7823, -1.0022)
H (7.3429, -1.1620, -1.7491)
H (6.9314, 0.4004, -1.0359)
H (4.8836, -0.6001, -1.8456)
H (4.8340, -0.6286, -0.0785)
Cl (4.6164, -1.7143, 2.6573)
C (5.8928, -2.5579, 3.5695)
C (5.8373, -2.2420, 5.0383)
Cl (6.2745, -0.5445, 5.3766)
H (6.8490, -2.2764, 3.1390)
H (5.7450, -3.6195, 3.4131)
H (6.5500, -2.8681, 5.5711)
H (4.8458, -2.4171, 5.4452)
Cl (7.7347, -5.3315, 2.6748)
C (8.8620, -4.6201, 1.4884)
C (10.2458, -5.1976, 1.6090)
Cl (11.0450, -4.7105, 3.1259)
H (8.8667, -3.5451, 1.6347)
H (8.4574, -4.8316, 0.5011)
H (10.8632, -4.8324, 0.7911)
H (10.2272, -6.2827, 1.5751)
Cl (-0.7737, 1.1417, 6.0065)
C (0.4239, 1.9155, 4.9310)
C (1.8050, 1.3467, 5.1061)
Cl (2.5066, 1.7627, 6.6957)
H (0.4076, 2.9839, 5.1302)
H (0.0843, 1.7505, 3.9132)
H (2.4668, 1.7608, 4.3470)
H (1.8057, 0.2641, 5.0160)
Cl (-6.0765, -3.1671, -8.4503)
C (-7.4547, -3.9420, -9.2915)
C (-8.4703, -2.9283, -9.7385)
Cl (-9.3194, -2.1777, -8.3586)
H (-7.8875, -4.6737, -8.6157)
H (-7.0511, -4.4619, -10.1581)
H (-9.2245, -3.4117, -10.3548)
H (-8.0042, -2.1408, -10.3233)
Cl (-10.1500, -2.4796, -13.2872)
C (-8.9357, -1.7020, -14.3352)
C (-7.5740, -2.3206, -14.1738)
Cl (-6.8753, -1.9783, -12.5672)
H (-8.9205, -0.6424, -14.0986)
H (-9.2726, -1.8262, -15.3620)
H (-6.8912, -1.9079, -14.9132)
H (-7.6101, -3.3985, -14.2974)
Cl (-2.3301, 4.1021, 8.1514)
C (-1.0586, 3.2192, 9.0386)
C (-1.1333, 3.4586, 10.5219)
Cl (-0.7054, 5.1333, 10.9607)
H (-0.0990, 3.5231, 8.6314)
H (-1.2017, 2.1622, 8.8274)
H (-0.4261, 2.8060, 11.0291)
H (-2.1295, 3.2593, 10.9055)
Cl (-6.7893, 4.9665, 3.6125)
C (-5.8995, 4.1057, 4.8977)
C (-4.4173, 4.3541, 4.8301)
Cl (-3.6703, 3.6085, 3.3952)
H (-6.1264, 3.0478, 4.8079)
H (-6.2859, 4.4670, 5.8483)
H (-3.9340, 3.9150, 5.7010)
H (-4.1920, 5.4166, 4.8060)
Cl (-3.5705, -1.6846, 2.6983)
C (-3.8454, -0.8514, 1.1474)
C (-3.2871, -1.6257, -0.0161)
Cl (-1.5020, -1.6651, 0.0098)
H (-3.3993, 0.1374, 1.2173)
H (-4.9210, -0.7433, 1.0263)
H (-3.5823, -1.1507, -0.9482)
H (-3.6421, -2.6514, -0.0250)
Cl (4.6807, 3.0693, 3.5242)
C (5.6348, 1.5762, 3.3230)
C (7.0241, 1.8733, 2.8328)
Cl (7.0252, 2.4935, 1.1555)
H (5.0986, 0.9208, 2.6414)
H (5.6862, 1.0914, 4.2959)
H (7.6169, 0.9616, 2.8400)
H (7.5140, 2.6147, 3.4566)
Cl (-0.8606, 5.0481, 3.0951)
C (0.4633, 5.7602, 2.1482)
C (1.7325, 5.0138, 2.4741)
Cl (2.2206, 5.3134, 4.1652)
H (0.5351, 6.8183, 2.3826)
H (0.2187, 5.6528, 1.0930)
H (2.5527, 5.3286, 1.8315)
H (1.5897, 3.9424, 2.3537)

***

Record 4
The following is a DFT calculation (the ωB97M-V functional and the def2-TZVPD basis) of a structure of composition C27H50P2Tc.

Summary:
Energy above the lowest of the compared OMol25 structures with the same formula, charge and spin, kJ/mol: 65.3
<S²>: 3.775
Charge: +2
Spin multiplicity: 4
Total energy, eV: -49569.6551

Atoms and positions in Å:
Tc (0.1455, -0.2442, 1.2928)
C (-0.8335, -1.9378, 2.4734)
C (0.4938, -2.2480, 1.9739)
C (0.7028, -0.8697, 3.8470)
C (-0.6747, -1.1591, 3.6795)
C (1.4309, -1.4545, 2.7459)
C (-2.0929, -2.6071, 2.0442)
H (-1.9938, -3.0280, 1.0417)
H (-2.9294, -1.8995, 2.0406)
H (-2.3422, -3.4247, 2.7338)
C (-1.7679, -0.8136, 4.6158)
H (-2.7130, -1.2567, 4.2808)
H (-1.9136, 0.2742, 4.6989)
H (-1.5591, -1.1982, 5.6241)
C (1.3306, -0.1774, 4.9966)
H (1.4316, -0.8533, 5.8589)
H (0.7431, 0.6849, 5.3356)
H (2.3409, 0.1680, 4.7372)
C (2.9137, -1.5504, 2.6381)
H (3.3126, -2.2421, 3.3918)
H (3.3785, -0.5737, 2.7996)
H (3.2145, -1.9191, 1.6523)
C (0.8565, -3.4278, 1.1321)
H (1.0144, -4.3153, 1.7664)
H (1.7826, -3.2530, 0.5774)
H (0.0590, -3.6837, 0.4293)
C (-1.3642, 0.9424, -3.9741)
C (-1.6028, -0.3744, -4.1341)
C (-0.8918, -1.2656, -5.1105)
C (0.5882, -0.8908, -5.4169)
C (1.4103, -0.4243, -4.2586)
C (1.6430, 0.8675, -3.9310)
C (0.9148, 2.0408, -4.5125)
C (-0.5668, 1.7968, -4.9114)
H (-1.4424, -1.2902, -6.0702)
H (0.6266, -0.1977, -6.2710)
H (-0.9144, -2.3060, -4.7411)
H (-0.6158, 1.4315, -5.9491)
H (-1.8940, 1.5076, -3.1959)
H (-2.4964, -0.8217, -3.6781)
H (-1.0573, 2.7863, -4.9242)
H (0.9450, 2.8870, -3.8017)
H (2.5040, 1.1422, -3.3046)
H (1.4577, 2.3890, -5.4105)
H (1.0653, -1.8224, -5.7705)
H (1.9624, -1.2371, -3.7661)
P (-1.2434, -0.2196, -0.4942)
C (-2.7883, 0.6464, -0.7355)
C (-1.2993, -1.8438, -1.2975)
P (1.6293, 0.3295, -0.3410)
C (0.1253, 0.6472, -1.4115)
C (2.6354, -0.9062, -1.1871)
C (2.7168, 1.7521, -0.2917)
H (-2.9116, 1.4195, 0.0372)
H (-3.6130, -0.0765, -0.6520)
H (-2.8247, 1.1119, -1.7261)
H (-1.1367, -1.7602, -2.3801)
H (-2.2902, -2.2770, -1.1156)
H (-0.5274, -2.5059, -0.8877)
H (2.7975, 2.2224, -1.2780)
H (3.7049, 1.3952, 0.0292)
H (2.3694, 2.4892, 0.4407)
H (-0.0725, 1.7192, -1.5840)
H (0.1923, 0.1550, -2.3791)
H (3.5842, -0.9847, -0.6356)
H (2.8459, -0.5763, -2.2084)
H (2.1485, -1.8891, -1.2121)
C (-0.9485, 2.7154, 4.1150)
C (-1.1746, 2.2156, 2.6886)
C (-1.7707, 3.3513, 1.8514)
C (0.1555, 1.7134, 2.0837)
H (-0.1874, 3.5079, 4.1134)
H (-0.6020, 1.9189, 4.7824)
H (-1.8782, 3.1214, 4.5330)
H (-1.8979, 1.3805, 2.7140)
H (-1.1074, 4.2287, 1.8884)
H (-1.9128, 3.0619, 0.8041)
H (-2.7514, 3.6398, 2.2580)
H (0.4953, 2.4427, 1.3358)
H (0.9355, 1.7034, 2.8668)

***

Record 5
The following is a DFT calculation (the ωB97M-V functional and the def2-TZVPD basis) of a cluster of 10 separate species, C27H51N10O13 in total.

Summary:
Energy above the lowest of the compared OMol25 structures with the same formula, charge and spin, kJ/mol: 0.0
Charge: +1
Total energy, eV: -70304.8668

Atoms and positions in Å:
C (-1.3594, 1.0019, 0.2664)
C (0.0376, 0.3759, 0.2244)
C (0.4436, -0.0571, -1.2856)
C (0.4776, 1.1199, -2.2806)
C (0.8706, 2.4939, -1.6966)
C (1.5906, 2.4409, -0.3836)
N (1.0406, 1.4519, 0.5534)
O (1.4346, 1.4159, 1.7894)
C (1.5976, 3.8409, 0.3234)
C (3.0546, 2.1019, -0.7306)
C (0.1326, -0.8531, 1.0694)
H (-1.9694, 0.3749, -0.4566)
H (-1.3594, 2.0009, -0.2946)
H (-1.8084, 1.0899, 1.2234)
H (-0.3394, -0.7701, -1.5876)
H (1.3786, -0.4321, -1.2186)
H (-0.5054, 1.2339, -2.7246)
H (1.2076, 0.8819, -2.9176)
H (-0.0444, 2.9909, -1.5056)
H (1.3386, 3.0759, -2.4286)
H (0.3886, 4.0509, 0.5644)
H (1.9446, 4.8099, -0.1776)
H (2.1736, 3.8469, 1.2434)
H (3.7616, 2.4469, 0.0994)
H (3.4786, 2.5899, -1.4816)
H (3.0836, 0.9629, -0.8476)
H (0.0976, -0.5521, 2.0764)
H (1.0496, -1.4711, 1.0414)
H (-0.7304, -1.4231, 0.7884)
N (-1.5054, 0.8119, -5.1806)
C (-1.2254, 1.9979, -5.8756)
C (0.2536, 1.9649, -6.0956)
C (0.7806, 0.5489, -5.7106)
C (-0.4564, -0.1771, -5.2076)
H (-2.5124, 0.6829, -4.9026)
H (-1.9084, 2.8289, -5.8706)
H (0.7256, 2.9659, -6.5876)
H (1.7526, 0.2779, -6.0216)
H (-0.6434, -1.3641, -4.9756)
N (-5.9674, 0.9879, 2.6094)
C (-5.4114, 2.3259, 2.4474)
C (-3.9784, 2.1629, 3.1164)
C (-3.8744, 0.7429, 3.6974)
C (-5.1374, 0.0749, 3.3534)
H (-6.9734, 0.7719, 2.2054)
H (-5.7444, 3.1339, 2.1064)
H (-3.3524, 2.9139, 2.9424)
H (-2.8414, 0.4889, 4.3154)
H (-5.7194, -0.9811, 3.8434)
N (-6.4134, -2.8511, -1.7166)
C (-5.2244, -3.5531, -1.7056)
C (-4.0804, -2.6091, -1.3736)
C (-4.7884, -1.3611, -1.1936)
C (-6.1764, -1.4531, -1.7316)
H (-7.3884, -3.2291, -1.9486)
H (-5.0504, -4.6691, -1.7836)
H (-3.2044, -2.9711, -1.1126)
H (-4.2814, -0.4001, -0.9946)
H (-7.0954, -0.6021, -2.0036)
C (-3.1574, -4.6361, 1.3434)
N (-1.8914, -4.7141, 0.4684)
O (-0.9344, -4.0521, 0.9194)
O (-2.0084, -5.0571, -0.6726)
H (-3.0644, -5.4861, 2.1584)
H (-4.0634, -4.7081, 0.6794)
H (-2.9204, -3.4971, 1.6234)
C (0.1286, 3.1849, 5.0184)
N (0.5556, 4.4129, 4.2414)
O (1.2906, 5.2449, 4.8304)
O (0.1546, 4.4999, 3.0734)
H (-0.7734, 2.8059, 4.6064)
H (-0.0464, 3.3179, 6.0784)
H (0.8706, 2.5339, 4.8594)
C (4.5916, 5.0689, 2.9664)
N (4.3976, 3.5739, 2.7784)
O (3.3716, 2.9859, 3.0604)
O (5.3556, 3.0809, 2.2054)
H (4.7366, 5.5429, 2.0014)
H (5.4306, 5.3029, 3.8124)
H (3.4136, 5.5439, 3.3844)
C (2.5306, -4.1221, 1.9174)
N (3.2046, -3.0421, 2.6254)
O (4.4246, -3.0671, 2.6744)
O (2.5576, -2.1011, 3.0424)
H (2.8376, -5.1531, 2.4334)
H (2.7746, -4.1101, 0.8264)
H (1.3816, -4.1631, 2.2024)
C (1.9656, -3.6911, -3.0346)
N (0.9276, -3.9451, -2.1656)
O (-0.0214, -3.1911, -1.9346)
O (1.0926, -4.9521, -1.4586)
H (1.7916, -4.0191, -4.0136)
H (2.8336, -4.1501, -2.7976)
H (2.0436, -2.6081, -3.2186)
C (6.1626, -2.2151, -0.5696)
N (5.0036, -1.3751, -0.7366)
O (4.0556, -1.4791, 0.0244)
O (4.9176, -0.7711, -1.8146)
H (6.3406, -2.8501, -1.3586)
H (5.8206, -2.9341, 0.1344)
H (6.8936, -1.5131, -0.1066)

***

In the order shown, the computed max |F| values come out to 3.69, 4.24, 3.04, 4.76, 15.68 eV/A.